# C50H100BeO14

C50H100BeO14 as an isolated structure in a non-equilibrium geometry (the ωB97M-V functional and the def2-TZVPD basis, the OMol25 dataset).

E_HOMO	-8.6790	eV
total energy	-82531.1748	eV
LUMO energy	0.466	eV

Structure (XYZ):
```
165
Properties=species:S:1:pos:R:3:mulliken_charge:R:1
Be 0.360 0.961 -0.411 -3.02
O -0.329 1.632 0.657 0.31
C 0.386 1.398 1.827 -0.18
C 1.712 0.660 1.389 3.20
O 1.649 0.401 -0.025 1.10
H -0.116 0.850 2.612 -0.13
H 0.756 2.423 2.115 0.33
H 1.663 -0.339 1.821 -1.14
H 2.666 1.222 1.535 -1.81
C -0.023 -5.626 -1.118 -0.98
C 0.564 -4.193 -1.296 1.29
C -0.411 -3.315 -0.560 1.21
O -1.590 -4.152 -0.263 -0.45
C -1.001 -5.432 0.004 -0.43
H 0.813 -6.258 -0.872 0.41
H -0.423 -6.065 -2.032 0.35
H 0.512 -3.982 -2.378 -0.72
H 1.635 -4.172 -0.857 -0.08
H -0.810 -2.423 -1.080 -0.52
H -0.058 -2.939 0.429 -0.55
H -1.741 -6.274 0.036 0.44
H -0.436 -5.443 0.962 0.15
C -3.170 -4.156 4.336 -0.79
C -3.786 -3.557 3.064 -0.56
C -2.882 -2.327 2.701 -0.04
O -1.550 -2.762 3.247 0.07
C -1.881 -3.289 4.514 -0.52
H -2.908 -5.192 4.130 0.27
H -3.774 -4.087 5.243 0.31
H -4.805 -3.282 3.148 0.46
H -3.628 -4.363 2.313 0.17
H -3.231 -1.440 3.148 0.26
H -2.773 -2.227 1.614 -0.26
H -2.034 -2.417 5.194 0.21
H -0.975 -3.834 4.894 0.40
C 4.306 -1.825 -1.778 -0.08
C 5.273 -1.176 -0.771 0.96
C 6.591 -1.666 -1.185 -0.65
O 6.387 -3.066 -1.475 -0.50
C 5.049 -3.164 -2.004 -0.19
H 4.229 -1.194 -2.652 0.51
H 3.308 -2.095 -1.387 -0.27
H 5.021 -1.576 0.175 -0.36
H 5.163 -0.044 -0.706 -0.31
H 7.432 -1.601 -0.470 0.36
H 6.823 -1.119 -2.105 0.31
H 4.519 -3.923 -1.424 0.18
H 5.171 -3.457 -3.035 0.15
C -4.446 -0.579 -0.877 -0.09
C -5.854 -0.238 -1.390 -0.67
C -5.426 0.396 -2.775 -0.57
O -4.310 1.174 -2.552 -0.40
C -3.663 0.567 -1.369 1.91
H -4.184 -1.553 -1.277 0.27
H -4.104 -0.602 0.190 0.04
H -6.177 0.631 -0.779 0.21
H -6.496 -1.132 -1.473 0.44
H -6.125 1.103 -3.251 0.42
H -5.327 -0.532 -3.356 0.15
H -3.697 1.338 -0.636 -1.12
H -2.605 0.264 -1.600 -0.49
C 6.302 2.961 1.944 -0.59
C 5.829 4.152 2.805 -0.56
C 5.011 4.943 1.759 -0.53
O 4.638 4.057 0.734 -0.45
C 5.051 2.777 1.137 0.32
H 6.593 2.015 2.420 0.36
H 7.145 3.230 1.353 0.31
H 6.684 4.735 3.222 0.39
H 5.093 3.814 3.551 0.19
H 5.595 5.753 1.382 0.32
H 4.114 5.318 2.243 0.29
H 5.208 2.275 0.198 0.08
H 4.236 2.230 1.678 -0.63
C 0.118 -0.641 5.161 -0.08
C -0.778 0.544 5.520 -0.37
C -0.060 0.975 6.892 -0.62
O 1.324 0.873 6.531 -0.52
C 1.462 -0.018 5.371 0.29
H -0.071 -0.920 4.170 -0.07
H 0.028 -1.490 5.801 0.42
H -1.776 0.106 5.814 0.27
H -0.817 1.267 4.691 0.21
H -0.383 0.117 7.497 0.28
H -0.387 1.920 7.340 0.35
H 2.138 -0.811 5.551 0.14
H 1.856 0.610 4.530 -0.15
C -1.258 -1.011 -5.572 -0.69
C -0.252 -0.075 -4.922 -0.23
C -0.024 -0.787 -3.585 1.78
O -1.287 -1.291 -3.170 -0.35
C -2.045 -1.562 -4.347 -0.25
H -0.710 -1.824 -6.016 -0.02
H -1.881 -0.574 -6.350 0.48
H -0.828 0.873 -4.826 0.09
H 0.680 0.038 -5.541 0.44
H 0.405 -0.278 -2.742 -0.78
H 0.631 -1.635 -3.869 -0.79
H -3.021 -1.025 -4.357 -0.05
H -2.166 -2.632 -4.571 0.33
C 0.526 3.735 -3.105 -1.04
C -0.767 3.874 -2.214 0.03
C -1.172 2.484 -2.057 0.88
O 0.098 1.709 -1.890 1.00
C 1.187 2.451 -2.543 -0.34
H 1.286 4.534 -3.055 0.39
H 0.288 3.725 -4.167 0.33
H -1.488 4.498 -2.715 -0.03
H -0.605 4.354 -1.216 0.31
H -1.578 2.072 -2.996 -0.03
H -1.775 2.323 -1.165 -0.70
H 1.555 1.783 -3.364 0.14
H 1.960 2.563 -1.803 0.39
C -4.959 7.261 -0.209 -0.58
C -3.619 6.906 -0.948 -0.35
C -4.094 6.254 -2.244 -0.11
O -5.352 5.618 -1.914 -0.44
C -6.012 6.324 -0.874 -0.37
H -5.051 8.341 -0.361 0.36
H -4.914 7.218 0.898 0.25
H -3.067 6.250 -0.332 -0.02
H -3.042 7.778 -1.208 0.51
H -3.532 5.406 -2.620 -0.14
H -4.248 7.005 -2.979 0.44
H -6.446 5.615 -0.176 0.19
H -6.748 6.949 -1.414 0.35
C 3.480 -3.405 4.136 -0.73
C 2.333 -2.777 3.273 0.79
C 2.769 -3.167 1.781 0.73
O 4.084 -3.791 1.912 -0.47
C 4.615 -3.469 3.091 -0.52
H 3.208 -4.357 4.535 0.40
H 3.669 -2.710 4.932 0.30
H 2.406 -1.697 3.275 -0.19
H 1.311 -3.059 3.589 -0.21
H 2.899 -2.207 1.196 -0.10
H 2.054 -3.849 1.297 -0.43
H 5.044 -2.443 2.975 0.18
H 5.486 -4.161 3.207 0.37
C 3.477 -4.587 -5.386 -0.74
C 3.151 -3.631 -6.569 -0.87
C 1.640 -3.197 -6.233 -0.39
O 1.376 -3.562 -4.843 -0.42
C 2.701 -3.894 -4.268 0.04
H 4.490 -4.855 -5.136 0.42
H 2.931 -5.506 -5.490 0.33
H 3.099 -4.044 -7.596 0.43
H 3.852 -2.781 -6.559 0.23
H 1.024 -3.650 -6.981 0.47
H 1.659 -2.091 -6.270 0.07
H 2.450 -4.529 -3.414 0.49
H 3.257 -2.993 -3.927 -0.18
C -4.153 2.878 3.333 -0.43
C -3.108 3.267 2.276 0.33
C -3.948 3.776 1.124 1.13
O -5.090 4.335 1.709 -0.42
C -5.428 3.485 2.836 -0.80
H -3.913 3.288 4.338 0.30
H -4.243 1.827 3.476 0.12
H -2.551 2.324 2.064 -0.43
H -2.453 4.056 2.529 0.42
H -4.276 2.958 0.468 -0.44
H -3.394 4.527 0.488 -0.54
H -6.012 2.733 2.408 0.37
H -5.963 3.991 3.589 0.32
```

=====

# C50H102N14O6

A 9-piece molecular cluster, C50H102N14O6 overall in a non-equilibrium geometry (the ωB97M-V functional and the def2-TZVPD basis, the OMol25 dataset).

E_HOMO (alpha / beta)	-22.6593 / -22.6591	eV
total charge	+7
total energy	-86562.8306	eV
LUMO energy (alpha / beta)	-13.668 / -16.931	eV
2S+1	2

Structure (XYZ):
```
172
Properties=species:S:1:pos:R:3:mulliken_spin:R:1
O -0.150 -0.906 0.033 0.01
C 0.675 0.109 0.635 0.00
C 0.033 1.509 1.068 -0.12
O -0.658 2.366 0.212 0.83
H 1.413 0.404 -0.111 0.00
H 1.188 -0.230 1.535 -0.02
H 0.761 2.116 1.607 0.13
H -0.428 1.362 2.045 0.14
C -2.462 -6.895 4.393 0.00
C -1.980 -6.492 3.060 0.00
N -1.694 -5.082 3.002 0.00
C -0.489 -4.532 2.550 0.00
C -0.749 -3.210 2.496 0.00
N -2.078 -2.959 2.690 0.00
C -2.678 -4.142 3.152 0.00
C -2.730 -1.611 2.541 0.01
H -1.690 -6.640 5.120 0.00
H -2.699 -7.954 4.489 0.00
H -3.357 -6.358 4.708 0.00
H -2.692 -6.607 2.243 0.00
H -1.160 -7.160 2.796 0.00
H 0.434 -5.065 2.373 0.00
H -0.127 -2.352 2.289 0.00
H -3.698 -4.349 3.438 0.00
H -2.184 -0.931 3.193 0.00
H -3.777 -1.683 2.836 0.00
H -2.692 -1.354 1.482 0.00
C 4.096 3.574 -5.531 0.00
C 4.598 4.401 -4.373 0.00
N 3.878 4.168 -3.121 0.00
C 2.491 4.040 -2.987 0.00
C 2.201 3.643 -1.675 0.02
N 3.362 3.566 -0.942 0.00
C 4.435 3.931 -1.791 0.00
C 3.447 3.247 0.446 0.00
H 3.028 3.775 -5.606 0.00
H 4.230 2.494 -5.457 0.00
H 4.599 3.896 -6.442 0.00
H 4.494 5.440 -4.685 0.00
H 5.658 4.322 -4.128 0.00
H 1.857 4.242 -3.838 0.00
H 1.339 3.294 -1.126 0.00
H 5.422 4.198 -1.444 0.00
H 2.516 3.466 0.970 0.00
H 4.148 3.976 0.852 0.00
H 3.767 2.210 0.543 0.00
C -0.940 5.802 -1.256 0.00
C -1.550 6.768 -0.321 0.00
N -0.868 6.661 1.083 0.00
C -0.452 7.755 1.816 0.00
C 0.169 7.283 2.993 0.00
N 0.156 5.984 2.927 0.00
C -0.554 5.568 1.839 -0.01
C 0.626 5.089 4.009 0.00
H 0.131 5.996 -1.301 0.00
H -1.261 5.838 -2.297 0.00
H -1.146 4.855 -0.757 0.00
H -2.628 6.610 -0.289 0.00
H -1.453 7.785 -0.700 0.00
H -0.615 8.774 1.496 0.00
H 0.681 7.803 3.789 0.00
H -0.662 4.566 1.450 -0.01
H 0.074 4.165 4.177 0.00
H 0.991 5.610 4.894 0.00
H 1.567 4.735 3.588 0.00
C -3.442 1.698 2.897 0.01
C -3.105 3.212 2.670 0.00
N -3.772 3.869 1.567 0.00
C -4.487 5.046 1.497 0.00
C -4.891 5.305 0.094 0.00
N -4.570 4.157 -0.562 0.00
C -3.753 3.386 0.275 0.01
C -4.850 3.709 -1.893 0.00
H -3.225 1.125 1.996 0.00
H -4.498 1.447 3.005 0.00
H -2.848 1.253 3.695 0.00
H -2.017 3.275 2.630 0.00
H -3.440 3.818 3.511 0.00
H -4.753 5.640 2.359 0.00
H -5.324 6.159 -0.406 0.00
H -3.279 2.445 0.038 -0.03
H -4.627 4.403 -2.703 0.00
H -5.924 3.549 -1.996 0.00
H -4.183 2.869 -2.081 0.00
C -1.938 -7.384 -0.868 0.00
C -1.393 -5.939 -1.292 0.00
N -0.147 -5.592 -0.667 0.00
C 0.832 -6.533 -0.222 0.00
C 2.017 -5.848 -0.004 0.00
N 1.681 -4.523 -0.150 0.00
C 0.441 -4.360 -0.763 0.00
C 2.625 -3.506 0.216 0.00
H -1.990 -7.510 0.213 0.00
H -1.185 -8.077 -1.245 0.00
H -2.919 -7.595 -1.293 0.00
H -2.129 -5.213 -0.945 0.00
H -1.484 -5.755 -2.362 0.00
H 0.549 -7.568 -0.099 0.00
H 2.996 -6.151 0.337 0.00
H -0.082 -3.444 -0.996 0.00
H 3.495 -3.407 -0.434 0.00
H 2.990 -3.629 1.236 0.00
H 2.130 -2.537 0.147 0.00
C 4.589 3.351 6.014 0.00
C 3.850 2.308 6.980 0.00
N 3.299 1.228 6.070 0.00
C 4.063 0.335 5.325 0.00
C 3.230 -0.448 4.633 0.00
N 1.937 -0.196 5.038 0.00
C 1.997 0.871 5.893 0.00
C 0.834 -1.085 4.648 0.00
H 3.908 4.062 5.547 0.00
H 5.266 2.883 5.299 0.00
H 5.276 3.965 6.596 0.00
H 3.045 2.850 7.474 0.00
H 4.406 1.851 7.799 0.00
H 5.135 0.421 5.224 0.00
H 3.352 -1.290 3.968 0.00
H 1.060 1.331 6.169 0.00
H 1.292 -2.013 4.307 0.00
H 0.253 -0.662 3.828 0.01
H 0.085 -1.199 5.432 0.00
C 0.889 -8.483 -3.483 0.00
O 0.994 -7.157 -3.859 0.00
C 2.291 -6.643 -3.651 0.00
C 2.508 -5.143 -3.719 0.00
N 2.223 -4.603 -5.107 0.00
H 2.822 -5.151 -5.708 0.00
H 1.284 -4.756 -5.448 0.00
C 2.622 -3.203 -5.543 0.00
C 2.279 -2.111 -4.517 0.00
O 3.246 -2.006 -3.417 0.00
C 2.790 -1.157 -2.412 0.00
H 1.041 -8.729 -2.432 0.00
H 1.690 -9.017 -3.994 0.00
H -0.040 -9.001 -3.718 0.00
H 3.051 -7.132 -4.261 0.00
H 2.552 -6.843 -2.612 0.00
H 3.546 -4.898 -3.495 0.00
H 1.954 -4.561 -2.982 0.00
H 2.274 -3.038 -6.563 0.00
H 3.679 -3.466 -5.495 0.00
H 1.224 -2.145 -4.248 0.00
H 2.394 -1.145 -5.008 0.00
H 3.576 -1.190 -1.657 0.00
H 1.834 -1.494 -2.011 0.00
H 2.672 -0.116 -2.712 0.00
C -5.578 0.023 0.083 0.00
O -4.537 0.285 -0.787 0.00
C -3.780 -0.830 -1.339 0.00
C -2.707 -0.643 -2.353 0.00
N -1.685 0.418 -1.875 0.02
H -2.022 1.098 -1.209 -0.01
H -1.197 -0.125 -1.177 0.01
C -0.597 0.919 -2.814 0.00
C -0.962 2.269 -3.327 0.00
O -2.220 2.145 -3.990 0.00
C -2.543 3.294 -4.831 0.00
H -6.203 0.910 0.185 0.00
H -5.066 -0.381 0.957 0.00
H -6.151 -0.771 -0.396 0.00
H -4.542 -1.531 -1.681 0.00
H -3.119 -1.116 -0.522 0.00
H -3.082 -0.240 -3.293 0.00
H -2.039 -1.442 -2.675 0.00
H -0.424 0.180 -3.596 0.00
H 0.189 0.943 -2.059 0.00
H -0.278 2.717 -4.047 0.00
H -1.213 3.006 -2.565 0.00
H -1.936 3.500 -5.713 0.00
H -2.660 4.138 -4.151 0.00
H -3.592 3.180 -5.104 0.00
```